(1)
{
  "formula": "C27H50AuOP2",
  "method": "ωB97M-V/def2-TZVPD",
  "species": ["Au", "P", "P", "O", "C", "C", "C", "C", "C", "C", "C", "C", "C", "C", "C", "C", "C", "C", "C", "C", "C", "C", "C", "C", "C", "C", "C", "C", "C", "C", "C", "H", "H", "H", "H", "H", "H", "H", "H", "H", "H", "H", "H", "H", "H", "H", "H", "H", "H", "H", "H", "H", "H", "H", "H", "H", "H", "H", "H", "H", "H", "H", "H", "H", "H", "H", "H", "H", "H", "H", "H", "H", "H", "H", "H", "H", "H", "H", "H", "H", "H"],
  "positions_angstrom": [[-2.602, -3.187, 0.125], [-0.139, -2.570, 1.288], [-0.659, -2.113, -1.863], [1.639, -0.907, -0.731], [0.757, -3.761, 0.162], [-4.216, -5.938, -0.928], [-1.659, 1.295, 0.413], [1.126, 2.848, -1.497], [2.828, -0.333, -1.059], [-2.370, -2.397, -2.521], [-1.075, 1.643, -0.828], [-2.916, -5.247, -3.004], [-1.621, -7.016, -1.801], [-3.113, 1.067, 0.646], [-3.319, -5.094, -0.061], [4.065, -1.096, -0.526], [-1.701, 1.645, -2.172], [-0.928, -3.453, 2.693], [1.187, -1.798, 2.226], [-1.751, -5.811, -2.650], [0.261, 2.121, -0.560], [-2.132, -5.667, 0.375], [2.946, 0.042, -2.537], [-4.242, -5.600, -2.435], [-0.863, 1.263, 2.874], [1.708, 2.452, 1.521], [0.157, -1.938, -3.505], [0.526, 1.945, 0.815], [-0.659, 1.422, 1.421], [0.041, -3.815, -1.207], [-1.461, -6.850, -0.246], [3.924, -1.179, 0.557], [-2.959, -4.617, -3.893], [2.168, 2.502, -1.522], [0.702, 2.765, -2.502], [1.788, -3.412, -0.009], [1.169, 3.922, -1.250], [-3.559, 0.590, -0.230], [-1.996, 2.666, -2.508], [0.000, 0.799, 3.398], [1.949, -1.397, 1.544], [-0.717, -7.526, -2.122], [1.594, -2.544, 2.929], [-1.742, 0.620, 3.053], [-0.865, -5.499, -3.196], [-2.414, -7.750, -1.990], [-2.607, 1.024, -2.145], [4.989, -0.545, -0.756], [-4.955, -4.773, -2.617], [1.172, -1.554, -3.302], [-4.028, -4.385, 0.532], [1.717, 3.546, 1.424], [-0.371, -6.841, 0.012], [-4.667, -6.488, -2.952], [-0.356, -4.304, 3.077], [0.718, -0.957, 2.762], [-2.738, -3.382, -2.252], [2.845, 0.659, -0.515], [2.662, 2.090, 1.124], [-3.038, -1.690, -1.988], [-5.221, -5.774, -0.525], [-1.057, 1.215, -2.974], [0.789, -4.770, 0.612], [2.011, 0.521, -2.868], [0.691, -4.198, -1.994], [4.102, -2.097, -0.982], [1.685, 2.221, 2.590], [-3.720, 1.977, 0.868], [-3.268, 0.394, 1.489], [-1.955, -3.768, 2.477], [-1.049, 2.242, 3.372], [3.789, 0.740, -2.702], [-2.403, -2.323, -3.611], [-1.516, -5.271, 1.193], [-1.039, -2.702, 3.487], [-0.410, -1.165, -4.066], [-0.775, -4.551, -1.112], [-1.892, -7.760, 0.241], [3.124, -0.865, -3.141], [-4.048, -7.017, -0.787], [0.201, -2.862, -4.109]],
  "lowdin_spin": [0.00, 0.00, 0.00, 0.76, 0.00, 0.00, 0.02, 0.03, 0.10, 0.00, 0.24, 0.00, 0.00, -0.01, 0.00, 0.02, 0.04, 0.00, 0.00, 0.00, 0.20, 0.00, 0.02, 0.00, 0.06, 0.00, 0.00, 0.06, 0.31, 0.00, 0.00, 0.00, 0.00, 0.01, 0.00, 0.00, 0.01, 0.00, 0.02, 0.01, 0.00, 0.00, 0.00, 0.00, 0.00, 0.00, 0.00, 0.00, 0.00, 0.00, 0.00, 0.00, 0.00, 0.00, 0.00, 0.00, 0.00, 0.06, 0.00, 0.00, 0.00, 0.01, 0.00, 0.00, 0.00, 0.00, 0.00, 0.00, 0.00, 0.00, 0.02, 0.00, 0.00, 0.00, 0.00, 0.00, 0.00, 0.00, 0.00, 0.00, 0.00],
  "spin_multiplicity": 3,
  "e_homo_ev": [-9.3, -9.2],
  "total_charge": 1,
  "energy_ev": -53113.9482
}

***

(2)
{
  "formula": "C27H50Cl16NO2",
  "method": "ωB97M-V/def2-TZVPD",
  "species": ["Cl", "Cl", "Cl", "Cl", "Cl", "Cl", "Cl", "Cl", "Cl", "Cl", "Cl", "Cl", "Cl", "Cl", "Cl", "Cl", "O", "O", "N", "C", "C", "C", "C", "C", "C", "C", "C", "C", "C", "C", "C", "C", "C", "C", "C", "C", "C", "C", "C", "C", "C", "C", "C", "C", "C", "C", "H", "H", "H", "H", "H", "H", "H", "H", "H", "H", "H", "H", "H", "H", "H", "H", "H", "H", "H", "H", "H", "H", "H", "H", "H", "H", "H", "H", "H", "H", "H", "H", "H", "H", "H", "H", "H", "H", "H", "H", "H", "H", "H", "H", "H", "H", "H", "H", "H", "H"],
  "positions_angstrom": [[6.937, 2.704, 1.764], [12.355, -0.284, 3.964], [-7.975, 3.199, 3.706], [-6.095, -3.203, 2.180], [-6.535, -3.797, 5.000], [6.590, -0.499, -3.205], [-0.121, 0.618, -7.455], [7.136, -0.200, 1.930], [-7.488, 4.972, -1.137], [8.101, 1.576, -1.824], [-5.575, 3.016, -0.130], [-4.999, -0.209, 5.001], [0.078, -2.286, -7.289], [11.080, 1.554, 2.094], [-8.109, 3.378, 6.613], [-2.348, -1.380, 5.316], [-4.445, -1.974, -0.391], [2.480, 2.725, -2.453], [2.233, 1.405, -2.509], [-0.209, 0.913, -1.540], [-6.654, 4.351, 0.292], [-6.539, -4.446, 3.356], [0.738, -0.820, -8.023], [-4.085, -1.623, 5.540], [0.406, 0.413, -0.119], [2.059, 0.639, 0.028], [7.796, 1.267, 1.197], [-3.546, -3.839, -2.009], [-1.749, 1.250, 1.461], [0.809, 1.059, -2.797], [-3.830, -2.246, -1.700], [11.358, 1.166, 3.796], [0.570, -0.242, -3.782], [0.253, -1.660, 3.202], [8.201, 0.110, -2.806], [4.295, 1.456, -1.063], [2.869, 0.633, -1.387], [-3.305, -0.970, 1.717], [-0.210, 1.353, 1.054], [3.411, -0.886, -1.834], [0.106, -1.576, 1.785], [-7.802, 2.320, 5.230], [-2.744, 0.234, 0.702], [-3.545, -2.298, 0.729], [0.242, -1.230, 0.154], [0.220, 2.353, -3.688], [-4.400, -2.493, 4.959], [-4.533, -4.472, -2.179], [-4.286, -1.794, 6.600], [-2.904, -4.326, -1.153], [0.637, -0.889, -9.109], [2.271, 1.666, 0.591], [0.457, 1.178, 2.029], [-6.784, 1.928, 5.302], [-6.065, 5.157, 0.739], [-7.540, -4.816, 3.122], [8.743, -0.657, -2.248], [-2.806, -1.686, -1.882], [-7.397, 3.995, 1.011], [2.556, -1.681, -1.889], [1.793, -0.732, -7.755], [1.231, -1.173, -3.539], [10.396, 0.994, 4.284], [8.734, 0.338, -3.732], [8.852, 1.355, 1.464], [4.123, -1.222, -0.937], [-1.132, 0.269, -1.940], [0.688, -1.838, 4.300], [-2.507, -2.745, 0.354], [4.105, 2.408, -0.401], [7.695, 1.198, 0.111], [0.896, 0.119, -4.873], [-1.810, 0.998, 2.627], [-0.584, -0.519, -3.896], [-4.066, -3.197, 1.317], [-0.834, 1.991, -4.116], [-2.230, 2.341, 1.380], [-8.517, 1.494, 5.248], [0.023, 2.483, 0.744], [4.887, 1.687, -2.061], [-0.002, 3.292, -3.027], [1.192, -1.839, -0.200], [2.473, -0.214, 0.717], [-2.552, -1.227, 2.578], [4.102, -0.834, -2.781], [4.980, 0.722, -0.427], [-0.675, 1.996, -1.347], [-4.327, -0.704, 2.221], [-3.723, 0.834, 0.386], [-2.909, -3.880, -3.018], [0.889, 2.572, -4.634], [-0.674, -1.695, -0.417], [-4.578, -1.806, -2.517], [-5.819, -5.266, 3.296], [-2.352, -0.315, -0.246], [11.869, 2.006, 4.273]],
  "lowdin_spin": [0.00, 0.00, 0.00, 0.00, 0.00, 0.00, 0.00, 0.00, 0.00, 0.00, 0.00, 0.00, 0.00, 0.00, 0.00, 0.00, 0.00, 0.57, 0.34, 0.02, 0.00, 0.00, 0.00, 0.00, 0.00, 0.02, 0.00, 0.00, 0.00, 0.02, 0.00, 0.00, 0.00, 0.00, 0.00, 0.00, 0.02, 0.00, 0.00, 0.00, 0.00, 0.00, 0.00, 0.00, 0.00, 0.00, 0.00, 0.00, 0.00, 0.00, 0.00, 0.00, 0.00, 0.00, 0.00, 0.00, 0.00, 0.00, 0.00, 0.00, 0.00, 0.00, 0.00, 0.00, 0.00, 0.00, 0.00, 0.00, 0.00, 0.00, 0.00, 0.00, 0.00, 0.00, 0.00, 0.00, 0.00, 0.00, 0.00, 0.00, 0.00, 0.00, 0.00, 0.00, 0.00, 0.00, 0.00, 0.00, 0.00, 0.00, 0.00, 0.00, 0.00, 0.00, 0.00, 0.00],
  "spin_multiplicity": 2,
  "e_homo_ev": [-8.5, -9.2],
  "energy_ev": -234739.0916
}

***

(3)
{
  "formula": "C27H51ClN3O8S4",
  "method": "ωB97M-V/def2-TZVPD",
  "species": ["Cl", "S", "S", "S", "S", "O", "O", "O", "O", "O", "O", "O", "O", "N", "N", "N", "C", "C", "C", "C", "C", "C", "C", "C", "C", "C", "C", "C", "C", "C", "C", "C", "C", "C", "C", "C", "C", "C", "C", "C", "C", "C", "C", "H", "H", "H", "H", "H", "H", "H", "H", "H", "H", "H", "H", "H", "H", "H", "H", "H", "H", "H", "H", "H", "H", "H", "H", "H", "H", "H", "H", "H", "H", "H", "H", "H", "H", "H", "H", "H", "H", "H", "H", "H", "H", "H", "H", "H", "H", "H", "H", "H", "H", "H"],
  "positions_angstrom": [[6.365, 2.727, 4.762], [-1.416, 2.839, -2.862], [-4.840, -2.091, -4.696], [-3.203, -4.182, -2.958], [4.843, 2.368, 3.321], [4.333, 0.919, 3.635], [-0.545, 2.289, -4.019], [1.439, 1.175, 1.120], [-0.296, 4.755, 2.592], [1.356, 5.627, 5.610], [-2.450, 3.917, -3.371], [3.691, 3.336, 3.683], [-2.408, 1.559, -2.226], [-5.133, -2.298, -1.878], [-0.112, -1.254, 0.234], [2.270, -1.770, 0.998], [-0.655, -2.661, 0.261], [1.236, 1.237, -1.455], [1.374, -1.144, -0.092], [0.003, 1.009, 1.370], [4.273, 2.922, 0.462], [4.250, 1.742, -0.690], [-0.414, 3.460, -1.376], [4.173, -3.160, -1.439], [1.294, 5.206, 4.338], [1.109, 2.860, -1.300], [-1.681, -3.605, -2.032], [1.856, 0.460, -0.132], [4.851, -3.497, 0.040], [5.380, -3.852, 1.317], [-5.268, -0.791, -1.916], [-5.772, -0.259, -0.431], [-0.233, 5.186, 3.859], [-6.636, -3.537, -0.127], [-2.057, -2.833, -0.635], [2.525, -3.271, -1.442], [-2.098, -0.511, 1.845], [-0.447, -0.588, 1.585], [3.496, 0.425, -0.076], [-4.449, -2.782, -3.173], [5.486, 2.555, 1.553], [-6.457, -3.003, -1.684], [1.758, -1.816, -1.576], [-7.369, -4.456, -0.127], [2.250, -3.869, -2.439], [3.784, 0.390, 1.082], [1.692, 3.330, -2.231], [3.995, -0.517, -0.556], [-6.083, -0.417, -2.684], [3.874, 2.094, -1.741], [-0.283, 1.609, 2.362], [-0.705, -0.720, -0.470], [2.017, 1.022, -2.333], [-4.234, -0.357, -2.252], [-6.938, -0.444, -0.267], [-7.325, -2.238, -1.923], [3.284, 3.020, 1.080], [1.833, 5.808, 3.585], [4.572, -2.149, -1.902], [-5.179, -0.747, 0.469], [2.272, -1.184, 1.860], [-5.625, 0.923, -0.431], [1.686, 4.196, 4.125], [4.585, 3.946, -0.017], [5.890, -4.264, 2.315], [-2.635, -1.820, -0.767], [0.232, 0.707, -1.823], [5.391, 1.429, -0.846], [-0.620, 6.201, 4.062], [4.575, -4.017, -2.165], [-0.296, 4.634, -1.560], [-2.793, -3.549, -0.027], [-7.110, -2.625, 0.474], [-2.709, -0.353, 0.859], [-5.623, -3.865, 0.379], [0.065, -3.491, -0.138], [-0.706, 1.418, 0.535], [-6.538, -3.892, -2.474], [-0.776, 4.595, 4.618], [-1.017, 3.383, -0.351], [-2.325, 0.442, 2.525], [0.126, -1.101, 2.469], [2.155, -3.939, -0.558], [-1.911, 0.688, -2.273], [2.511, -1.124, -2.191], [-2.394, -1.456, 2.468], [5.965, 1.496, 1.281], [1.616, 3.319, -0.350], [6.357, 3.342, 1.540], [-0.968, -3.011, 1.360], [-1.070, -2.907, -2.745], [1.948, -2.730, 1.243], [0.778, -1.861, -2.251], [-1.009, -4.553, -1.801]],
  "lowdin_charge": [0.22, 0.81, 0.52, 0.73, 0.47, -0.47, -0.38, -0.13, -0.30, -0.24, -0.38, -0.41, -0.27, -0.27, -0.06, 0.10, -0.13, -0.11, -0.30, -0.10, -0.19, -0.18, -0.21, -0.20, -0.45, -0.18, -0.52, -0.29, -0.11, 0.04, -0.29, -0.12, -0.46, -0.12, -0.21, -0.20, -0.04, -0.20, -0.10, -1.02, -0.27, -0.25, -0.09, 0.07, 0.12, 0.13, 0.13, 0.10, 0.11, 0.11, 0.17, 0.15, 0.13, 0.09, 0.08, 0.12, 0.11, 0.08, 0.11, 0.07, 0.10, 0.09, 0.06, 0.12, 0.05, 0.09, 0.09, 0.12, 0.08, 0.12, 0.14, 0.13, 0.07, 0.08, 0.07, 0.11, 0.12, 0.13, 0.08, 0.13, 0.12, 0.17, 0.10, 0.05, 0.12, 0.09, 0.12, 0.13, 0.11, 0.15, 0.06, 0.08, 0.11, 0.09],
  "spin_multiplicity": 1,
  "e_homo_ev": -1.1,
  "total_charge": -1,
  "energy_ev": -105514.6422
}